1.
Computed, not measured: a structure of composition C55H52BO6PRhSi in a non-equilibrium geometry, with wB97M-V/def2-TZVPD.

The calculation puts the LUMO energy (alpha / beta) at 2.48 / 0.66 eV. The calculation puts the maximum force at 1.489 eV/A. Its gap between HOMO and LUMO (alpha / beta) is 4.970 / 5.830 eV. The spin multiplicity is 5. The molar mass comes out at 981.79 u. The total charge is -1.

Last column: Mulliken charge in e.
CARTESIAN COORDINATES (ANGSTROEM)
Rh1 0.09 -0.05 -0.03  -0.591
C1 7.40 -0.26 2.99  -0.940
O1 6.45 0.11 2.01  -0.477
C2 5.13 -0.02 2.33  0.906
C3 4.69 -0.26 3.65  -1.376
C4 3.34 -0.32 3.88  -1.262
C5 2.37 -0.18 2.87  1.105
C6 0.95 -0.20 3.22  0.501
C7 0.48 -0.33 4.66  -1.874
O2 0.04 -0.08 2.40  -0.179
C8 2.83 -0.02 1.51  -0.433
O3 2.09 -0.02 0.47  0.786
C9 4.23 0.08 1.31  -0.625
H1 8.37 -0.21 2.51  0.272
H2 7.23 -1.27 3.35  0.365
H3 7.39 0.43 3.84  0.330
H4 5.38 -0.38 4.47  0.345
H5 3.02 -0.52 4.89  0.191
H6 1.26 -0.23 5.42  0.472
H7 0.00 -1.30 4.77  0.302
H8 -0.27 0.43 4.83  0.321
H9 4.59 0.21 0.29  0.422
C10 -1.59 -1.03 -6.58  -0.542
C11 -2.26 -0.35 -5.58  -0.568
C12 -1.62 -0.05 -4.39  -0.626
C13 -0.29 -0.41 -4.18  0.425
C14 0.39 -1.09 -5.19  0.028
C15 -0.26 -1.39 -6.39  -0.665
P1 0.42 0.02 -2.54  2.799
C16 2.10 -0.72 -2.65  0.186
C17 3.25 0.07 -2.70  -0.873
C18 4.51 -0.53 -2.74  -0.661
C19 4.62 -1.91 -2.73  -0.769
C20 3.48 -2.70 -2.68  -0.860
C21 2.23 -2.10 -2.64  -0.209
C22 0.69 1.78 -2.66  -0.234
C23 1.09 2.43 -3.90  -0.678
C24 1.33 3.76 -3.94  -0.702
C25 1.19 4.55 -2.75  -0.945
C26 0.77 3.96 -1.55  1.132
C27 0.60 4.72 -0.38  -0.805
C28 0.17 4.13 0.85  -1.044
C29 -0.08 2.81 0.90  -0.237
C30 0.11 1.94 -0.26  1.854
C31 0.51 2.54 -1.49  -1.188
H10 -2.09 -1.27 -7.51  0.348
H11 -3.30 -0.06 -5.72  0.398
H12 -2.15 0.47 -3.60  0.366
H13 1.42 -1.37 -5.06  0.410
H14 0.27 -1.92 -7.16  0.400
H15 3.16 1.15 -2.69  0.291
H16 5.40 0.09 -2.78  0.381
H17 5.60 -2.38 -2.73  0.357
H18 3.56 -3.78 -2.64  0.372
H19 1.34 -2.72 -2.58  0.348
H20 1.20 1.84 -4.80  0.438
H21 1.64 4.22 -4.87  0.383
H22 1.40 5.61 -2.77  0.373
H23 0.79 5.79 -0.43  0.352
H24 0.04 4.75 1.73  0.417
H25 -0.42 2.37 1.83  0.378
C32 -4.75 -0.89 2.01  -1.900
C33 -4.12 -0.24 0.79  1.404
C34 -4.89 -0.61 -0.47  -2.147
O4 -2.78 -0.76 0.64  -0.257
B1 -1.94 0.27 0.25  0.749
O5 -2.63 1.48 0.24  -0.781
C35 -3.87 1.29 0.94  1.707
C36 -4.93 2.17 0.30  -2.067
C37 -3.63 1.71 2.39  -1.764
H26 -5.00 -1.93 1.78  0.483
H27 -5.68 -0.37 2.28  0.429
H28 -4.07 -0.88 2.86  0.307
H29 -4.82 -1.69 -0.61  0.563
H30 -4.45 -0.13 -1.35  0.287
H31 -5.94 -0.33 -0.39  0.290
H32 -5.01 1.99 -0.77  0.329
H33 -4.66 3.22 0.45  0.480
H34 -5.91 1.99 0.77  0.342
H35 -2.84 1.10 2.83  0.262
H36 -4.54 1.63 2.99  0.328
H37 -3.30 2.75 2.39  0.481
O6 -0.15 -2.11 0.07  1.633
Si1 -0.13 -3.68 0.14  -1.994
C38 -1.05 -4.41 1.62  0.921
C39 -0.61 -5.56 2.29  -0.144
C40 -1.32 -6.08 3.37  -0.712
C41 -2.47 -5.44 3.81  -0.639
C42 -2.91 -4.29 3.17  -0.651
C43 -2.21 -3.78 2.09  -0.141
C44 1.64 -4.34 0.31  0.931
C45 2.52 -3.63 1.13  -0.006
C46 3.82 -4.06 1.33  -0.447
C47 4.28 -5.22 0.73  -0.600
C48 3.42 -5.95 -0.09  -0.734
C49 2.12 -5.51 -0.31  -0.267
C50 -0.92 -4.40 -1.42  0.387
C51 -1.20 -5.76 -1.61  -0.574
C52 -1.75 -6.22 -2.80  -0.748
C53 -2.04 -5.32 -3.83  -0.649
C54 -1.79 -3.97 -3.65  -0.644
C55 -1.24 -3.52 -2.45  0.518
H38 0.30 -6.05 1.97  0.273
H39 -0.96 -6.97 3.88  0.405
H40 -3.02 -5.84 4.66  0.354
H41 -3.81 -3.79 3.52  0.389
H42 -2.53 -2.87 1.60  0.254
H43 2.18 -2.71 1.59  -0.002
H44 4.49 -3.47 1.96  0.449
H45 5.29 -5.57 0.90  0.359
H46 3.77 -6.85 -0.57  0.371
H47 1.47 -6.07 -0.97  0.303
H48 -1.00 -6.46 -0.81  0.404
H49 -1.95 -7.27 -2.93  0.404
H50 -2.46 -5.68 -4.76  0.380
H51 -2.01 -3.26 -4.44  0.353
H52 -1.05 -2.46 -2.31  -0.055

---

2.
Computed, not measured: a structure of composition C55H53AsN10O2Ti in a non-equilibrium geometry, with wB97M-V/def2-TZVPD.

The calculation puts the LUMO energy at -6.44 eV. The calculation puts the maximum force at 1.268 eV/A. Its gap between HOMO and LUMO is 6.238 eV. The molar mass comes out at 1008.89 u. The total charge is +2.

Last column: Mulliken charge in e.
CARTESIAN COORDINATES (ANGSTROEM)
Ti1 0.01 -0.52 -0.22  -1.284
C1 2.80 -3.65 5.63  -1.769
C2 2.27 -2.73 4.57  0.282
C3 2.80 -1.46 4.38  -1.125
C4 2.34 -0.63 3.38  -0.427
C5 1.30 -1.02 2.52  -0.182
N1 0.91 -0.22 1.43  1.527
C6 1.50 1.10 1.41  -1.681
C7 2.79 1.26 0.92  0.489
C8 3.45 2.47 0.97  -1.240
C9 2.85 3.57 1.58  0.242
C10 3.55 4.90 1.64  -1.314
C11 1.58 3.40 2.12  -0.592
C12 0.90 2.19 2.04  0.661
N2 -0.34 2.10 2.71  0.801
C13 -0.61 2.54 3.97  -0.450
C14 -1.93 2.28 4.22  -1.112
C15 -2.40 1.67 3.04  -0.585
N3 -1.44 1.56 2.13  0.041
C16 0.72 -2.26 2.77  0.871
C17 1.23 -3.11 3.75  -0.631
N4 -0.44 -2.69 2.07  -0.306
C18 -1.31 -3.63 2.49  -0.017
C19 -2.30 -3.76 1.55  -1.767
C20 -1.98 -2.82 0.58  -0.481
N5 -0.85 -2.17 0.89  1.982
H1 3.89 -3.73 5.58  0.399
H2 2.39 -4.65 5.55  0.363
H3 2.55 -3.27 6.62  0.360
H4 3.61 -1.11 5.02  0.509
H5 2.79 0.34 3.26  0.521
H6 3.29 0.39 0.52  0.038
H7 4.45 2.55 0.55  0.436
H8 4.63 4.78 1.62  0.431
H9 3.27 5.45 2.53  0.418
H10 3.27 5.51 0.78  0.205
H11 1.10 4.23 2.62  0.386
H12 0.16 2.98 4.58  0.454
H13 -2.48 2.50 5.11  0.482
H14 -3.40 1.35 2.82  0.532
H15 0.80 -4.10 3.87  0.370
H16 -1.19 -4.12 3.44  0.516
H17 -3.15 -4.41 1.58  0.517
H18 -2.51 -2.59 -0.33  0.545
O1 -4.37 0.50 0.21  -0.732
C21 -4.66 0.41 -1.11  0.645
C22 -5.94 0.79 -1.49  -0.735
C23 -6.31 0.72 -2.82  -0.388
C24 -5.42 0.26 -3.79  -0.955
C25 -4.16 -0.14 -3.41  -0.993
C26 -3.75 -0.07 -2.07  0.104
C27 -2.41 -0.52 -1.71  1.233
O2 -1.96 -0.25 -0.49  0.772
N6 -1.70 -1.24 -2.54  -2.108
N7 -0.55 -1.66 -1.87  2.531
C28 -0.06 -2.79 -2.20  -1.599
C29 1.09 -3.24 -1.42  1.488
C30 1.68 -4.48 -1.64  -0.964
C31 2.77 -4.83 -0.87  -0.961
C32 3.23 -3.93 0.08  -1.132
C33 2.57 -2.72 0.24  -0.514
N8 1.51 -2.38 -0.48  1.160
H19 -3.43 0.24 0.33  0.155
H20 -6.62 1.14 -0.73  0.513
H21 -7.31 1.02 -3.11  0.419
H22 -5.72 0.21 -4.83  0.462
H23 -3.45 -0.51 -4.14  0.421
H24 -0.49 -3.38 -3.00  0.582
H25 1.29 -5.13 -2.42  0.589
H26 3.26 -5.79 -1.01  0.502
H27 4.09 -4.16 0.70  0.644
H28 2.92 -2.01 0.98  0.428
C34 0.94 4.93 -1.77  -1.253
C35 -0.19 3.95 -1.45  1.558
C36 -0.96 4.41 -0.21  -1.410
C37 -1.16 3.86 -2.62  -1.650
N9 0.51 2.65 -1.26  0.114
N10 -0.39 1.56 -1.01  0.782
H29 0.55 5.92 -1.96  0.466
H30 1.50 4.59 -2.64  0.208
H31 1.63 5.00 -0.92  0.043
H32 -1.41 5.39 -0.40  0.582
H33 -0.29 4.51 0.65  0.194
H34 -1.77 3.73 0.06  0.195
H35 -1.54 4.85 -2.86  0.547
H36 -2.03 3.24 -2.39  0.240
H37 -0.66 3.47 -3.51  0.229
H38 1.11 2.73 -0.44  -0.490
H39 -0.88 1.39 -1.89  0.070
H40 -1.11 1.79 -0.31  -0.047
C38 2.83 -3.68 -5.22  -0.757
C39 3.79 -3.39 -4.26  -0.848
C40 3.62 -2.33 -3.39  -0.412
C41 2.47 -1.54 -3.46  0.899
C42 1.51 -1.83 -4.43  -0.239
C43 1.69 -2.89 -5.30  -1.004
As1 2.19 -0.04 -2.24  3.119
C44 2.15 1.34 -3.60  0.498
C45 1.13 1.62 -4.49  -0.994
C46 1.32 2.60 -5.45  -0.757
C47 2.53 3.30 -5.50  -1.139
C48 3.55 3.01 -4.61  -0.377
C49 3.37 2.01 -3.65  0.151
C50 4.40 1.53 -2.70  -0.044
C51 5.69 2.04 -2.61  -0.545
C52 6.60 1.46 -1.73  -1.167
C53 6.23 0.37 -0.95  -1.054
C54 4.94 -0.14 -1.04  0.306
C55 4.03 0.45 -1.90  -0.599
H41 2.97 -4.50 -5.91  0.447
H42 4.69 -3.99 -4.21  0.496
H43 4.39 -2.11 -2.66  0.375
H44 0.62 -1.21 -4.52  0.331
H45 0.94 -3.09 -6.06  0.521
H46 0.18 1.09 -4.45  0.499
H47 0.54 2.83 -6.16  0.502
H48 2.67 4.06 -6.25  0.432
H49 4.48 3.54 -4.67  0.463
H50 6.00 2.88 -3.22  0.474
H51 7.60 1.86 -1.67  0.445
H52 6.95 -0.09 -0.29  0.482
H53 4.67 -0.99 -0.43  0.133

---

3.
Computed, not measured: a structure of composition C55H53Cl2N4O2P2S3Zr in a non-equilibrium geometry, with wB97M-V/def2-TZVPD.

The calculation puts the LUMO energy at -7.61 eV. The calculation puts the maximum force at 1.264 eV/A. Its gap between HOMO and LUMO is 7.307 eV. The molar mass comes out at 1122.33 u. The total charge is +3.

Last column: Mulliken charge in e.
CARTESIAN COORDINATES (ANGSTROEM)
Zr1 -0.37 0.34 -0.05  -1.930
Cl1 -1.38 1.40 2.08  -0.076
C1 -3.02 1.95 1.66  -0.273
C2 -3.61 2.82 2.56  -0.698
C3 -4.91 3.24 2.29  -0.713
C4 -5.56 2.78 1.16  -0.584
C5 -4.93 1.91 0.28  0.285
Cl2 -5.79 1.37 -1.11  -0.172
C6 -3.61 1.47 0.50  -0.094
S1 -2.84 0.36 -0.63  -0.006
H1 -3.08 3.16 3.44  0.554
H2 -5.40 3.93 2.97  0.444
H3 -6.58 3.10 0.94  0.486
O1 0.94 0.50 -1.61  1.909
S2 0.99 -0.38 -2.92  0.597
C7 -0.27 0.37 -3.97  -0.365
C8 0.07 1.71 -4.60  -1.769
C9 0.29 2.87 -3.62  0.825
C10 -0.99 3.38 -2.96  -1.058
S3 -0.85 3.75 -1.20  -0.116
O2 -0.62 2.38 -0.54  0.471
C11 0.68 4.64 -1.12  1.001
C12 1.87 4.01 -0.77  0.405
C13 3.02 4.77 -0.68  -1.102
C14 2.98 6.14 -0.93  -0.724
C15 1.78 6.75 -1.26  -0.765
C16 0.61 6.01 -1.35  -0.885
C17 2.49 0.09 -3.71  0.821
C18 3.30 1.09 -3.21  0.329
C19 4.49 1.37 -3.88  -0.986
C20 4.84 0.65 -5.01  -0.694
C21 4.02 -0.36 -5.49  -0.862
C22 2.84 -0.66 -4.83  -0.790
H4 -1.15 0.41 -3.32  0.113
H5 -0.47 -0.40 -4.73  0.839
H6 -0.74 1.95 -5.30  0.550
H7 0.97 1.60 -5.21  0.482
H8 0.77 3.69 -4.15  0.584
H9 1.00 2.55 -2.86  -0.893
H10 -1.83 2.67 -2.99  0.599
H11 -1.34 4.32 -3.39  0.658
H12 1.90 2.95 -0.58  0.223
H13 3.96 4.29 -0.41  0.590
H14 3.88 6.73 -0.84  0.462
H15 1.75 7.82 -1.45  0.453
H16 -0.33 6.49 -1.59  0.507
H17 3.03 1.63 -2.31  0.181
H18 5.14 2.15 -3.50  0.511
H19 5.77 0.88 -5.53  0.435
H20 4.30 -0.93 -6.37  0.463
H21 2.20 -1.47 -5.19  0.517
C23 -3.56 -4.79 2.00  -0.816
N1 -2.39 -4.50 2.96  0.079
C24 -2.98 -3.91 4.26  -0.772
N2 -3.76 -2.76 3.98  0.237
C25 -4.84 -3.08 3.04  -0.990
N3 -4.31 -3.60 1.78  0.224
C26 -3.59 -2.58 1.01  -1.344
P1 -2.09 -1.91 1.91  2.541
C27 -1.38 -3.57 2.34  -0.864
C28 -2.96 -1.61 3.53  -1.677
H22 -4.16 -5.56 2.46  0.361
H23 -3.12 -5.16 1.07  0.399
H24 -1.93 -5.39 3.19  0.380
H25 -2.14 -3.68 4.90  0.396
H26 -3.58 -4.70 4.70  0.350
H27 -5.43 -2.19 2.84  0.400
H28 -5.49 -3.84 3.49  0.310
H29 -4.27 -1.75 0.79  0.504
H30 -3.28 -2.99 0.05  0.270
H31 -0.55 -3.45 3.04  -0.001
H32 -1.00 -4.03 1.43  0.450
H33 -3.62 -0.74 3.41  0.570
H34 -2.23 -1.36 4.30  0.417
C29 1.35 -3.18 4.66  -0.925
C30 0.57 -2.04 4.78  -0.856
C31 0.68 -1.01 3.86  -0.652
C32 1.59 -1.11 2.80  1.010
C33 2.36 -2.26 2.67  -0.792
C34 2.24 -3.30 3.60  -0.722
P2 1.74 0.33 1.67  2.784
C35 1.99 1.73 2.80  0.242
C36 1.50 2.99 2.48  -0.100
C37 1.75 4.08 3.30  -1.107
C38 2.51 3.91 4.45  -0.755
C39 3.01 2.66 4.78  -0.774
C40 2.76 1.56 3.96  -0.637
C41 3.28 0.12 0.74  0.353
C42 3.32 -0.86 -0.26  -0.550
C43 4.48 -1.06 -0.99  -0.766
C44 5.59 -0.27 -0.75  -0.853
C45 5.55 0.72 0.22  -0.797
C46 4.39 0.92 0.97  -0.826
H35 1.28 -3.97 5.40  0.474
H36 -0.11 -1.93 5.63  0.613
H37 0.10 -0.11 4.00  0.749
H38 3.09 -2.36 1.87  0.508
H39 2.86 -4.18 3.50  0.479
H40 0.92 3.13 1.58  0.387
H41 1.37 5.06 3.03  0.534
H42 2.70 4.76 5.10  0.447
H43 3.61 2.53 5.68  0.475
H44 3.17 0.59 4.22  0.573
H45 2.45 -1.47 -0.46  0.652
H46 4.51 -1.83 -1.75  0.480
H47 6.50 -0.42 -1.32  0.464
H48 6.42 1.34 0.41  0.504
H49 4.37 1.69 1.73  0.471
N4 -4.02 -5.92 -6.45  -0.401
C47 -3.50 -5.33 -5.61  -0.261
C48 -2.86 -4.57 -4.55  0.473
C49 -1.58 -4.92 -4.12  -0.757
C50 -0.97 -4.18 -3.12  -0.628
C51 -1.64 -3.11 -2.53  0.475
C52 -2.93 -2.77 -2.96  -0.070
C53 -3.53 -3.50 -3.97  -0.807
C54 -0.97 -2.35 -1.50  0.702
C55 -0.40 -1.79 -0.57  -1.201
H50 -1.07 -5.75 -4.58  0.501
H51 0.02 -4.45 -2.79  0.556
H52 -3.46 -1.94 -2.50  0.642
H53 -4.53 -3.25 -4.31  0.525

---

4.
Computed, not measured: a structure of composition C55H53I2N4O4PPb, with wB97M-V/def2-TZVPD.

The calculation puts the LUMO energy at -6.38 eV. The calculation puts the maximum force at 0.483 eV/A. Its gap between HOMO and LUMO is 5.521 eV. The molar mass comes out at 1326.03 u. The total charge is +2.

Last column: Mulliken charge in e.
CARTESIAN COORDINATES (ANGSTROEM)
Pb1 1.08 -0.23 0.93  1.354
C1 1.17 5.23 -7.71  -0.853
O1 2.24 4.94 -6.81  -0.446
C2 1.97 4.21 -5.72  0.825
C3 3.08 3.87 -4.93  -1.136
C4 2.92 3.10 -3.81  -0.677
C5 1.64 2.67 -3.40  0.438
C6 0.54 3.05 -4.17  -0.606
C7 0.70 3.81 -5.32  -0.782
C8 1.46 1.81 -2.22  1.265
C9 2.25 0.63 -2.15  -0.065
C10 3.15 0.14 -3.13  -1.073
C11 3.74 -0.99 -2.60  -1.133
C12 3.15 -1.18 -1.32  0.441
N1 2.26 -0.20 -1.06  -0.116
C13 3.37 -2.38 -0.53  0.920
C14 2.31 -3.02 0.16  -0.103
C15 2.29 -4.27 0.84  -1.117
C16 0.99 -4.52 1.16  -0.953
C17 0.24 -3.39 0.73  -0.434
C18 -1.21 -3.26 0.84  1.492
C19 -1.97 -4.51 0.91  -0.103
C20 -1.64 -5.59 0.08  -0.759
C21 -2.36 -6.77 0.12  -0.619
C22 -3.42 -6.90 1.03  0.779
O2 -4.16 -8.00 1.16  -0.444
C23 -3.85 -9.15 0.37  -0.857
C24 -3.74 -5.84 1.89  -0.916
C25 -3.03 -4.67 1.82  -0.284
C26 -1.89 -2.06 0.87  -0.245
N2 -1.32 -0.80 1.10  0.682
C27 -2.31 0.08 1.04  -0.639
C28 -2.12 1.60 1.20  3.210
C29 -3.41 2.33 0.75  -0.889
C30 -4.08 3.32 1.46  0.447
C31 -5.14 4.02 0.91  -1.316
C32 -5.56 3.75 -0.39  0.562
O3 -6.61 4.46 -0.84  -0.459
C33 -7.00 4.27 -2.20  -0.855
C34 -4.90 2.77 -1.12  -1.212
C35 -3.83 2.09 -0.55  -0.021
C36 -1.00 2.19 0.32  0.205
C37 -1.05 3.48 -0.26  -1.233
C38 -0.10 3.50 -1.25  -1.837
C39 0.51 2.22 -1.27  -0.518
N3 -0.04 1.45 -0.25  -0.159
C40 -3.57 -0.56 0.80  -0.976
C41 -3.31 -1.89 0.69  -1.665
N4 1.03 -2.49 0.14  -0.566
C42 4.71 -2.92 -0.59  -0.535
C43 5.79 -2.03 -0.55  -0.497
C44 7.10 -2.47 -0.52  -0.737
C45 7.36 -3.84 -0.56  0.923
O4 8.58 -4.38 -0.54  -0.439
C46 9.71 -3.51 -0.45  -0.830
C47 6.29 -4.75 -0.66  -0.911
C48 5.00 -4.30 -0.66  -0.363
H1 1.62 5.70 -8.57  0.258
H2 0.46 5.93 -7.24  0.345
H3 0.65 4.32 -8.01  0.357
H4 4.06 4.23 -5.23  0.462
H5 3.78 2.85 -3.21  0.699
H6 -0.45 2.73 -3.87  0.557
H7 -0.17 4.07 -5.90  0.437
H8 3.31 0.55 -4.11  0.707
H9 4.46 -1.64 -3.07  0.665
H10 3.13 -4.90 1.08  0.832
H11 0.60 -5.38 1.68  0.691
H12 -0.84 -5.49 -0.64  0.542
H13 -2.11 -7.57 -0.56  0.460
H14 -4.53 -9.93 0.69  0.252
H15 -2.82 -9.47 0.54  0.358
H16 -4.00 -8.94 -0.69  0.352
H17 -4.54 -5.98 2.60  0.487
H18 -3.26 -3.88 2.52  0.510
H19 -3.81 3.59 2.48  -0.061
H20 -5.66 4.78 1.48  0.522
H21 -7.80 4.98 -2.38  0.260
H22 -7.38 3.26 -2.36  0.337
H23 -6.17 4.47 -2.88  0.351
H24 -5.19 2.53 -2.13  0.470
H25 -3.31 1.36 -1.16  0.659
H26 -1.73 4.27 0.01  0.691
H27 0.14 4.32 -1.90  0.761
H28 -4.53 -0.08 0.71  0.675
H29 -4.01 -2.67 0.44  0.683
H30 5.60 -0.96 -0.50  0.540
H31 7.90 -1.75 -0.47  0.444
H32 10.58 -4.16 -0.41  0.253
H33 9.66 -2.91 0.46  0.349
H34 9.77 -2.87 -1.33  0.350
H35 6.52 -5.80 -0.75  0.463
H36 4.21 -5.02 -0.81  0.740
I1 3.82 3.86 -0.43  0.168
C49 4.59 3.63 1.51  -0.845
I2 4.15 1.76 2.40  0.065
H37 4.16 4.40 2.14  0.375
H38 5.67 3.72 1.47  0.414
C50 -3.26 -0.12 4.32  -1.285
C51 -3.33 1.36 3.91  -0.616
P1 -1.86 1.94 3.01  0.373
C52 -0.45 1.11 3.78  -0.090
C53 -0.33 1.50 5.26  -1.472
C54 -1.50 3.71 3.21  -0.675
C55 -2.20 4.41 4.38  -1.476
H39 -4.23 -0.41 4.72  0.500
H40 -2.52 -0.30 5.10  0.311
H41 -3.04 -0.77 3.48  0.182
H42 -3.45 2.00 4.78  0.638
H43 -4.19 1.52 3.27  0.457
H44 0.45 1.43 3.25  0.320
H45 -0.56 0.04 3.64  0.448
H46 -0.02 2.54 5.37  0.369
H47 0.44 0.88 5.72  0.432
H48 -1.25 1.36 5.82  0.375
H49 -1.73 4.20 2.27  0.512
H50 -0.41 3.76 3.33  0.741
H51 -3.29 4.35 4.31  0.312
H52 -1.93 5.46 4.38  0.469
H53 -1.91 3.99 5.34  0.372